No. 1
The following is a quantum chemistry calculation of C46H48LuN3Sb as an isolated structure, from OMol25.

Results
Net charge ... -1
Max |F| ... 2.6 eV Å⁻¹
HOMO (alpha / beta) ... -1.1685 / -0.2325 eV

Cartesian coordinates (Å):
H1 2.707 -7.368 -1.043
N1 2.948 -1.167 -1.200
C1 3.229 0.830 -2.079
C2 2.937 -3.462 -2.069
H2 3.091 2.496 0.379
C3 0.640 5.657 4.011
C4 -2.083 0.181 -0.827
C5 -3.912 5.182 1.112
C6 3.037 -2.103 1.509
H3 1.956 -2.253 -3.602
H4 -3.036 1.764 8.500
C7 3.767 -0.398 -2.023
C8 -2.750 4.423 1.330
C9 -1.018 -1.297 -2.680
C10 -2.981 4.753 3.705
C11 0.189 4.981 -0.057
C12 1.929 -0.453 -0.681
C13 -3.163 0.971 1.397
C14 0.910 4.291 3.905
Sb1 -0.554 2.874 3.083
H5 -2.155 1.189 -2.711
H6 0.456 1.846 -2.283
H7 -2.223 4.010 0.466
H8 1.309 6.381 1.119
C15 3.061 -3.024 0.341
C16 1.177 2.949 -0.559
H9 3.662 -2.620 -3.941
C17 -1.321 -0.951 -1.263
H10 2.581 -7.035 0.706
N2 0.089 3.772 -0.614
H11 -1.298 -3.916 -0.300
C18 -2.444 1.359 -1.664
C19 -4.152 5.499 3.491
H12 -3.526 1.565 -1.635
Lu1 0.033 0.377 0.254
H13 3.749 4.099 5.783
H14 -3.214 0.066 6.674
C20 -2.511 1.919 7.556
C21 1.035 1.754 -1.359
H15 -2.928 0.919 2.466
H16 2.851 -5.537 -2.629
H17 -2.023 0.412 4.526
H18 -2.540 -2.139 2.751
H19 -0.214 -2.040 -2.754
H20 3.467 -2.625 2.372
C22 3.129 -6.789 -0.212
H21 -4.699 5.895 4.348
C23 1.293 5.374 0.705
H22 -0.214 6.102 3.493
C24 -1.717 3.058 7.383
H23 -0.810 -2.465 2.484
C25 2.572 5.898 5.462
H24 -0.362 4.101 6.075
C26 2.879 4.544 5.291
C27 -1.034 3.246 6.173
C28 2.315 4.453 0.944
H25 3.123 4.685 1.636
H26 -0.706 -0.416 -3.260
H27 4.647 -0.812 -2.482
C29 -1.225 2.352 5.113
H28 3.205 6.522 6.095
C30 2.062 3.744 4.482
C31 -1.588 -1.693 2.415
C32 3.034 -5.314 -0.486
C33 -2.280 4.196 2.633
C34 -0.501 -3.159 -0.172
H29 -2.636 4.599 4.728
C35 -1.956 1.173 5.308
H30 -2.965 2.006 1.099
H31 -5.514 6.326 2.022
C36 -4.615 5.726 2.191
C37 3.039 -2.567 -0.986
N3 2.052 0.770 -1.341
C38 1.466 6.461 4.811
C39 -1.068 -1.782 -0.123
H32 3.509 1.727 -2.589
H33 4.172 -7.116 -0.067
H34 -1.921 2.275 -1.330
H35 2.007 -1.836 1.797
H36 2.311 2.690 4.339
C40 -1.671 -1.165 1.025
C41 2.744 -3.009 -3.483
H37 -1.911 -1.720 -3.176
H38 2.440 -3.877 -4.081
H39 3.107 -4.777 1.597
H40 -4.262 5.345 0.091
H41 -1.615 3.802 8.175
H42 -1.310 -0.907 3.134
C42 3.076 -4.402 0.572
H43 0.054 -3.413 0.740
H44 -0.667 5.649 -0.214
C43 2.943 -4.836 -1.796
H45 3.609 -1.188 1.352
H46 0.202 -3.270 -1.006
H47 1.239 7.523 4.919
C44 -2.618 0.971 6.530
C45 -2.348 0.027 0.579
H48 -4.250 0.812 1.282
C46 2.296 3.231 0.272

No. 2
The following is a quantum chemistry calculation of C46H48N4O3P2S2Tl as an isolated structure, from OMol25.

Results
Net charge ... +1
Energy above the lowest of the compared OMol25 structures with the same formula, charge and spin ... 84.0 kJ/mol
Max |F| ... 0.5 eV Å⁻¹
HOMO ... -9.8297 eV

Cartesian coordinates (Å):
H1 -3.482 5.808 -2.061
H2 1.160 3.993 -3.318
H3 -0.965 -2.778 -2.691
N1 1.867 0.671 -2.674
C1 -2.521 1.924 -2.078
H4 -1.624 -4.174 1.321
H5 5.940 -1.654 -0.181
Tl1 0.051 0.616 -0.791
C2 -3.293 -4.296 -0.004
C3 0.757 0.729 3.447
H6 1.372 2.562 4.371
O1 0.980 -1.707 -1.023
H7 1.121 3.341 -1.676
C4 1.674 -5.555 -0.258
H8 0.266 4.916 2.139
H9 0.272 0.227 -3.954
C5 1.603 1.515 4.212
H10 2.285 2.085 -4.171
H11 -3.982 -3.514 5.790
C6 -2.927 -3.535 -2.259
H12 2.481 -7.541 -0.279
H13 -3.297 -3.365 -3.263
H14 -1.111 3.611 -4.568
C7 2.200 -1.170 3.804
C8 3.221 0.328 -0.674
H15 2.081 -3.252 -2.717
C9 4.278 -0.307 -0.022
C10 -3.766 -4.070 -1.289
C11 1.007 3.083 -2.724
H16 -4.597 1.651 -2.077
H17 -1.739 6.674 -0.484
H18 -0.385 6.957 0.610
C12 1.057 -0.616 3.235
C13 -0.768 2.597 -4.316
H19 3.939 -0.808 5.007
C14 -0.699 4.488 1.855
C15 1.555 -4.350 -0.949
C16 -1.331 6.423 0.493
P1 -0.091 -1.541 2.211
H20 -1.118 5.079 -2.517
H21 -1.588 1.900 -4.491
H22 3.424 1.584 5.345
H23 -0.585 3.409 1.782
H24 -0.135 1.151 2.997
C17 2.856 -5.260 -2.759
H25 3.665 -1.035 -3.751
H26 -3.946 -4.718 0.751
C18 0.849 -2.912 1.459
P2 0.571 -2.980 -0.343
C19 2.968 -6.461 -2.070
O2 -2.823 5.631 2.252
H27 1.211 -5.685 0.715
C20 -2.316 6.795 1.633
C21 3.047 -0.378 4.567
H28 0.112 -3.293 4.571
H29 -2.285 3.996 3.280
H30 3.514 -7.286 -2.509
C22 2.119 2.082 -3.089
H31 0.053 2.341 -4.986
C23 3.834 -0.827 -2.700
H32 -4.792 -4.314 -1.537
H33 -2.910 -1.264 2.296
C24 -1.801 4.879 2.874
C25 -3.601 -2.350 4.029
C26 -1.741 4.424 -1.902
S1 -2.107 0.206 -1.967
C27 -1.897 -3.501 5.289
C28 -2.639 -1.884 3.143
C29 -3.230 -3.156 5.098
H34 5.532 -2.127 -2.586
H35 1.240 -1.164 -3.459
H36 -5.157 4.068 -2.220
C30 3.000 0.064 -2.032
H37 2.439 -2.219 3.660
C31 -1.304 -2.230 3.337
H38 -1.821 7.432 2.373
C32 2.383 -6.606 -0.818
C33 4.890 -1.443 -2.044
C34 -1.142 -3.425 -0.646
H39 -1.613 -4.127 6.126
S2 2.169 1.407 0.250
H40 -1.364 5.449 3.700
H41 -3.177 7.330 1.242
C35 5.116 -1.179 -0.700
C36 -3.195 4.760 -2.032
C37 -1.204 4.192 -0.502
C38 2.152 -4.203 -2.199
C39 2.752 0.964 4.765
H42 4.421 -0.113 1.036
N2 -0.315 2.510 -2.928
H43 3.321 -5.145 -3.730
C40 -1.368 2.903 -2.009
H44 3.036 2.425 -2.618
O3 -0.751 -0.710 1.147
C41 -4.110 3.798 -2.129
H45 1.914 -2.703 1.577
C42 -1.980 -3.980 0.317
C43 1.288 -0.122 -3.766
H46 -4.641 -2.085 3.884
H47 0.621 -3.870 1.930
N3 -0.894 2.929 -0.608
C44 -1.618 -3.214 -1.941
N4 -1.073 4.995 0.546
C45 -0.931 -3.035 4.412
C46 -3.781 2.367 -2.101
H48 1.867 -0.035 -4.693

No. 3
The following is a quantum chemistry calculation of a 7-piece molecular cluster, C46H49BNO27P2S overall, from OMol25.

Results
Net charge ... -1
Max |F| ... 1.9 eV Å⁻¹
HOMO ... -3.6099 eV

Cartesian coordinates (Å):
C1 -3.324 -1.191 -0.771
H1 -10.254 0.545 2.158
H2 0.110 -1.033 1.042
O1 -12.172 -0.411 3.718
C2 2.205 6.709 3.302
C3 0.527 -0.580 -10.056
O2 3.171 -0.822 -13.141
C4 0.911 5.767 1.403
C5 2.992 2.933 -7.154
H3 1.331 1.628 -1.952
C6 -4.748 2.136 -2.096
O3 2.256 7.593 4.138
C7 5.178 -1.461 5.843
C8 -8.566 0.261 3.514
H4 8.069 -7.556 7.523
C9 1.771 2.870 -6.611
C10 1.942 -0.311 -9.848
C11 6.218 -6.568 6.927
O4 6.259 -5.666 7.739
O5 3.970 3.765 2.037
O6 -2.142 -1.727 2.375
H5 5.427 0.904 3.843
O7 3.417 0.616 3.565
H6 1.130 0.818 2.074
H7 -6.154 1.748 0.640
H8 -3.072 -4.407 -1.248
C12 -10.477 -0.803 5.357
C13 0.546 2.360 -2.086
O8 -7.712 0.721 2.788
C14 1.407 3.793 -5.542
H9 -5.814 0.040 0.330
O9 -1.223 -1.234 -11.549
O10 2.025 5.622 -4.138
N1 -3.452 1.421 -0.205
H10 -1.576 -1.784 -2.331
C15 1.034 6.690 2.363
O11 5.110 3.912 -7.231
H11 0.929 3.376 -2.028
O12 -6.890 -0.200 5.175
H12 -8.806 -1.125 6.706
C16 -9.077 -0.752 5.728
C17 4.935 -0.504 4.937
O13 -1.827 -2.661 -1.998
C18 7.243 -7.601 6.827
O14 -11.359 -1.227 6.089
O15 5.974 -9.501 4.111
O16 4.100 -0.169 -10.751
H13 -6.408 0.174 4.415
O17 4.134 -5.687 6.119
C19 3.214 5.671 3.168
C20 -8.167 -0.258 4.872
C21 2.340 -0.776 -12.253
H14 0.073 5.743 0.721
C22 -5.878 1.021 -0.116
H15 1.523 1.626 0.559
H16 1.505 -0.997 4.375
H17 -3.457 -0.996 -1.827
C23 -10.871 -0.313 3.997
H18 -5.130 1.422 -2.816
C24 2.795 -0.402 -10.874
H19 2.217 -3.539 6.784
C25 -2.434 -2.457 -0.705
O18 0.138 7.654 2.557
O19 1.906 3.881 0.397
O20 1.786 -2.943 6.143
H20 -1.457 2.627 -1.377
H21 4.122 -7.649 4.361
O21 5.874 0.311 4.481
H22 -1.785 1.075 3.456
C26 5.988 -8.607 4.938
C27 4.953 -7.593 5.049
P1 -0.871 0.368 -0.766
H23 4.043 5.684 3.861
H24 -2.922 -4.234 0.481
H25 -0.262 2.606 -0.079
H26 2.260 -0.038 -8.853
S1 -4.289 0.156 2.972
H27 7.717 -10.076 5.013
H28 -12.581 -0.802 4.514
H29 1.127 -0.908 -0.348
C28 2.485 -1.156 4.806
H30 0.471 8.179 3.310
C29 4.096 -2.316 6.294
O22 8.036 -9.527 5.756
H31 4.479 -0.303 -11.641
C30 3.564 -0.281 4.368
C31 -0.547 2.169 -1.026
C32 3.647 4.863 -5.645
O23 4.248 -3.196 7.128
O24 0.328 3.793 -4.991
H32 -3.797 2.523 -2.423
C33 3.091 4.742 2.210
H33 -1.608 -2.334 -0.011
H34 -1.750 -1.671 3.262
C34 1.935 4.741 1.252
O25 -0.310 -0.501 -9.179
P2 -2.626 -0.200 1.959
H35 4.387 5.586 -5.333
C35 -9.978 0.185 3.139
C36 -3.231 -3.723 -0.424
H36 -1.606 -1.093 -10.660
H37 4.310 2.379 -8.336
C37 2.729 -2.114 5.708
C38 0.492 -0.330 0.310
C39 -4.585 1.484 -0.736
H38 -6.663 1.038 -0.868
H39 6.160 -1.629 6.262
H40 0.095 2.221 -3.056
O26 -1.543 0.876 2.537
C40 0.074 -0.980 -11.431
H41 3.634 3.231 1.287
C41 7.138 -8.557 5.899
O27 3.389 2.122 -8.134
H42 -5.420 2.991 -2.014
H43 4.416 -5.087 6.848
H44 -4.274 -1.451 -0.310
C42 5.051 -6.632 5.979
H45 1.110 5.353 -3.919
H46 1.027 2.154 -6.931
C43 1.410 0.666 1.044
H47 2.404 0.225 1.084
C44 2.424 4.804 -5.100
H48 -4.292 -3.526 -0.404
C45 4.015 3.929 -6.697
B1 -2.703 0.092 0.004
C46 0.928 -1.069 -12.458
H49 0.614 -1.354 -13.452

No. 4
The following is a quantum chemistry calculation of C46H52AlClF6NO7 as an isolated structure, from OMol25.

Results
Net charge ... -1
Max |F| ... 0.8 eV Å⁻¹
HOMO ... -5.3019 eV

Cartesian coordinates (Å):
C1 0.153 -0.213 -3.199
H1 -1.092 -1.246 -1.818
C2 6.913 2.799 -0.105
H2 8.244 -4.182 3.758
C3 6.369 -4.557 4.731
H3 5.222 3.894 4.451
H4 6.249 2.176 -0.691
H5 2.940 0.054 -3.924
C4 8.614 4.396 1.397
H6 4.424 -4.640 5.635
C5 -3.854 -1.424 -1.984
H7 4.054 1.722 4.577
C6 3.836 0.015 -4.529
O1 -6.912 0.627 -2.900
C7 -6.621 -1.720 0.250
H8 -4.703 -3.453 -2.183
H9 -9.359 -1.846 1.537
H10 6.468 -2.013 -5.174
H11 1.641 0.572 5.590
C8 6.955 -2.469 3.694
C9 5.718 -1.947 4.048
C10 2.335 1.990 -1.430
H12 6.914 4.759 2.654
H13 10.127 3.857 -0.025
C11 2.463 2.331 3.271
C12 -4.934 -2.425 -2.473
H14 3.049 1.615 -2.159
C13 7.280 -3.774 4.035
F1 -10.529 -1.538 -2.732
F2 -11.249 -0.367 -5.228
H15 -4.983 -2.399 -3.566
C14 3.107 -2.282 7.729
H16 1.027 3.199 1.935
C15 7.286 4.251 1.774
C16 4.298 3.746 3.907
H17 -5.610 -1.410 0.524
C17 8.242 2.942 -0.480
O2 -10.110 2.452 -4.198
H18 5.398 3.344 1.314
H19 4.678 -0.907 8.216
C18 6.434 3.454 1.021
F3 -12.369 0.053 -3.388
C19 1.942 3.355 2.493
H20 1.418 -3.434 7.077
C20 5.135 -4.032 5.089
H21 1.952 1.378 3.321
N1 -8.675 -3.917 -1.188
C21 4.669 -1.093 -4.456
C22 -7.599 -0.783 0.949
Cl1 -7.296 0.936 0.482
C23 4.808 -2.728 4.747
H22 -1.772 -0.708 -4.678
C24 -7.459 -0.457 -2.861
C25 3.225 -0.029 6.905
H23 -6.768 -2.697 0.730
F4 -8.708 -1.831 -4.404
O3 -8.446 -4.985 -0.715
H24 -3.079 -1.980 -1.453
Al1 -6.760 -2.046 -1.735
H25 -4.286 -0.713 -1.276
H26 5.463 -0.930 3.778
H27 -7.400 -0.793 2.022
C26 3.775 4.773 3.132
C27 0.987 1.352 -1.614
H28 -2.918 0.363 -2.750
C28 -0.809 -1.343 -2.865
H29 6.621 -5.576 4.994
H30 -9.266 -1.567 -0.229
C29 -11.104 1.806 -4.260
H31 5.565 1.843 -6.795
C30 -2.037 -1.285 -3.787
C31 -8.689 -0.581 -3.860
C32 9.092 3.742 0.270
F5 -8.565 0.295 -4.896
H32 2.706 1.741 -0.435
F6 -9.907 0.457 -2.076
H33 -2.327 -2.285 -4.112
O4 -0.052 1.891 -1.315
H34 -13.000 1.872 -4.095
H35 2.241 3.069 -1.513
O5 -7.783 -3.536 -2.109
H36 0.478 -1.605 5.705
C33 2.050 -0.228 6.194
C34 2.597 4.577 2.425
C35 5.313 1.018 -6.141
H37 4.418 -1.913 -3.796
H38 9.278 5.020 1.983
H39 8.614 2.428 -1.357
H40 -9.685 -0.257 0.862
O6 -12.305 2.330 -4.587
H41 -0.400 0.683 -3.477
H42 3.731 0.927 6.860
H43 0.788 -0.530 -4.028
C36 -10.055 -0.340 -3.162
C37 -9.066 -1.147 0.754
C38 3.642 2.525 3.977
C39 5.821 -1.147 -5.228
H44 -4.004 -0.398 -3.884
C40 1.396 -1.451 6.258
H45 7.042 -0.134 -6.671
C41 -11.174 0.278 -4.044
H46 -0.300 -2.300 -2.989
C42 -3.247 -0.614 -3.129
C43 4.158 1.070 -5.372
H47 4.289 5.724 3.074
H48 2.194 5.373 1.812
O7 1.051 0.089 -2.102
H49 3.526 -3.088 8.318
H50 3.508 1.934 -5.430
H51 7.665 -1.858 3.151
H52 3.846 -2.319 5.023
C44 3.756 -1.057 7.671
C45 6.143 -0.092 -6.070
C46 1.924 -2.478 7.029

E_tot
In order: -3421.60345, -3877.88777, -4974.35709, -3667.35027
Unit: Eh